This record from OMol25 describes a 2-piece molecular cluster, C10H17N2O3 overall at a distorted geometry. The level of theory is the ωB97M-V functional and the def2-TZVPD basis.

Output
Energy relative to the best compared isomer or geometry (same formula, charge and spin) (kJ/mol): 133.3
DFT total energy (eV): -19758.397
F_max (eV/A): 3.71
HOMO energy (eV): -12.763
Charge: +1

Last column: Mulliken charge in e.
Positions of all 32 atoms, in Å:
1 H -0.1193 4.0604 0.2444  0.35
2 N 0.0863 -1.0305 -1.4522  0.10
3 H -1.7084 -0.2539 -1.1139  0.80
4 C -0.3072 2.5660 1.6394  -0.72
5 C -1.0128 -1.4744 4.1765  -0.10
6 H 0.8803 -0.9394 -4.5224  0.28
7 O 0.1203 0.9395 -2.3886  -0.56
8 H -1.4543 -2.0219 1.3596  0.09
9 C -0.9098 1.6542 0.6036  -0.30
10 O 0.6327 -0.0326 1.1853  -0.35
11 H 1.2926 3.0261 0.1259  0.27
12 H 0.3503 -0.4580 2.1734  0.53
13 H 0.3140 2.0993 2.2817  0.34
14 H -0.0034 -3.1315 -1.9812  0.38
15 H -2.0095 -2.6784 -0.3585  0.31
16 C -0.9456 -0.6380 -0.5059  -0.76
17 C 0.4995 -0.2219 -2.4745  0.68
18 C 0.5992 3.5450 0.8266  -1.16
19 C -0.5010 0.4350 0.4691  0.14
20 H 1.9975 0.2713 -3.7602  0.35
21 H -1.0412 3.0824 2.2006  0.48
22 H 2.1949 -1.3611 -3.3730  0.40
23 C -1.1954 -1.9859 0.2329  -0.43
24 N -0.4892 -0.9251 3.3375  -0.26
25 C 0.4345 -2.4431 -1.2363  -0.50
26 H -1.6395 2.1873 0.1201  0.54
27 H -1.3122 -1.9026 5.1214  0.41
28 H 1.1022 -0.6609 0.6176  0.59
29 H 1.0751 4.2652 1.4207  0.42
30 C 1.4498 -0.6748 -3.6244  -1.17
31 H 1.5187 -2.6650 -1.3809  0.26
32 O 0.1010 -2.6327 0.0355  -0.41

Forces on atoms 1 to 2 (eV/Å):
H -0.358 0.925 -1.100
N 1.252 -1.623 -0.258

This record from OMol25 describes C10H17N3O7 in the gas phase at a distorted geometry. The level of theory is the ωB97M-V functional and the def2-TZVPD basis.

Output
Energy relative to the best compared isomer or geometry (same formula, charge and spin) (kJ/mol): 601.1
Structure (SMILES): C[C@H]1OC[C@H]2O[C@H](O)[C@H](NC(=O)N(C)N=O)[C@@H](O)[C@@H]2O1
DFT total energy (eV): -29444.147
F_max (eV/A): 5.46
HOMO energy (eV): -9.674

Last column: Mulliken charge in e.
Positions of all 37 atoms, in Å:
1 H -3.1108 -1.7142 2.2834  0.21
2 H 4.5979 3.5034 -1.2626  0.35
3 H 1.8612 -2.2047 -1.4458  0.35
4 C -0.3842 0.3226 0.7650  -0.28
5 H -1.9428 0.2399 -0.7292  0.35
6 O 1.5417 -1.5726 -0.7748  -0.59
7 H 2.1367 0.8592 0.9697  0.37
8 H -0.7056 -2.0781 0.5366  0.42
9 C -4.8982 -0.9458 1.5274  -1.46
10 N 4.1826 1.9483 1.0689  -0.13
11 C 5.0312 2.5468 -1.1434  -0.80
12 N 4.0608 1.8679 -0.2323  0.40
13 C -3.4584 -1.3298 1.3533  0.41
14 N 1.8461 0.9459 0.0001  -0.08
15 O 2.6468 1.7985 -2.0086  -0.70
16 O -0.6114 -1.4134 -1.5227  -0.46
17 H -2.1013 -3.6604 -0.3477  0.25
18 C -1.6623 -0.2235 0.2070  -0.06
19 O -2.7136 -0.0874 1.1347  -0.42
20 H -5.0754 -0.3434 0.6946  0.39
21 C 0.5431 0.5470 -0.4428  -0.52
22 C -1.2566 -1.5915 -0.2336  -0.04
23 O 5.2575 2.2855 1.4571  -0.53
24 H 5.0419 2.1002 -2.1239  0.31
25 C 2.7892 1.5098 -0.7590  0.57
26 C 0.5882 -0.7157 -1.3087  -0.27
27 H -1.4137 2.0016 0.9525  0.38
28 O -3.4814 -2.4450 0.5185  -0.33
29 H -5.1300 -0.2743 2.3440  0.37
30 O -0.6288 1.6101 1.3294  -0.63
31 H -5.4543 -1.9293 1.6488  0.32
32 H -2.9174 -2.4274 -1.4911  0.24
33 H 6.0275 2.6967 -0.7498  0.30
34 C -2.4779 -2.5717 -0.4517  -0.55
35 H 0.1895 1.3119 -1.0109  0.64
36 H 0.9709 -0.2540 -2.2088  0.57
37 H 0.1111 -0.3130 1.4564  0.66

Forces on atoms 1 to 2 (eV/Å):
H 0.834 -0.144 1.007
H -0.264 1.279 -0.389